1.
Density functional theory data (ωB97M-V/def2-TZVPD) for a 7-piece molecular cluster, C19H24Cl6N4O2 overall at a distorted geometry.

Calculated values
HOMO-LUMO gap: 9.84 eV
strongest force on any atom: 2.5 eV Å⁻¹
SMILES string: C[N+](=O)[O-].c1ccncc1.c1ccncc1.c1ccncc1.ClCCl.ClCCl.ClCCl
DFT total energy: -3868.872577 Eh
ΔE to the lowest compared entry with this formula, charge and spin: 5.4 kcal per mole

Last column: Mulliken charge in e.
Element x y z (Å)
C -0.11912 12.66458 4.65883  -0.6572
N 1.03299 11.98517 4.05353  0.8498
O 1.45267 12.56280 3.07443  -0.5133
O 1.40775 10.92843 4.53285  -0.5175
H -0.55357 11.98983 5.39644  0.2978
H -0.80672 12.90069 3.84670  0.2718
H 0.34917 13.56951 5.04602  0.2683
C -9.46949 4.82366 8.19373  -0.3112
C -9.62143 6.16163 7.84523  -0.3450
C -8.77499 7.11689 8.32130  -0.2186
N -7.70673 6.86657 9.10577  -0.5288
C -7.53002 5.56369 9.44401  -0.1585
C -8.41983 4.53242 9.09579  -0.2686
H -10.15930 4.05756 7.87179  0.3801
H -10.41957 6.40782 7.16058  0.3276
H -8.82600 8.15887 8.04188  0.4521
H -6.79454 5.31010 10.19312  0.3357
H -8.21825 3.59104 9.58525  0.3350
C -10.80667 15.32534 6.08743  -0.2200
C -10.17683 15.19834 7.34575  -0.2891
C -9.73763 13.96117 7.74654  -0.2721
N -10.01030 12.83465 7.08528  -0.4536
C -10.66642 12.92581 5.88722  -0.2437
C -11.08311 14.19122 5.31977  -0.4029
H -11.22538 16.28943 5.83920  0.3879
H -10.10104 16.06943 7.97970  0.3459
H -9.35147 13.83391 8.74710  0.3443
H -10.81151 12.00537 5.34118  0.4171
H -11.58149 14.22112 4.36211  0.3907
C -0.47023 12.91391 -3.61128  -0.2508
C -0.92411 12.42614 -2.38592  -0.2924
C -2.25826 12.56370 -2.02868  -0.2531
N -3.19162 13.12122 -2.87137  -0.5096
C -2.72621 13.67492 -4.05005  -0.1532
C -1.40113 13.50613 -4.48923  -0.3238
H 0.58954 12.85481 -3.81079  0.3610
H -0.18121 11.99509 -1.73117  0.3386
H -2.64026 12.06653 -1.14930  0.3898
H -3.42189 14.21660 -4.67376  0.3523
H -1.13208 13.92197 -5.44896  0.3413
Cl -8.05957 16.12218 1.97540  -0.1193
C -9.29911 17.10158 1.27036  -0.2351
Cl -10.62455 16.09440 0.55734  -0.1631
H -9.78193 17.54893 2.13918  0.2078
H -8.94493 17.80463 0.51644  0.3110
Cl -10.63314 10.70830 0.07467  -0.1213
C -10.35868 9.38999 -1.07996  -0.2387
Cl -11.72148 8.36074 -1.15734  -0.1510
H -10.20447 9.76648 -2.09117  0.2634
H -9.54032 8.72100 -0.81378  0.2469
Cl -5.14583 11.18472 3.25036  -0.1298
C -6.85569 11.04143 3.51362  -0.1529
Cl -7.51828 9.48986 2.87023  -0.1656
H -7.07961 11.04613 4.58037  0.2369
H -7.41241 11.84882 3.03794  0.2062


2.
Density functional theory data (ωB97M-V/def2-TZVPD) for C19H24F3N4O2RhS2 as an isolated structure at a distorted geometry.

Calculated values
HOMO-LUMO gap (alpha / beta): 2.90 / 5.81 eV
multiplicity: 5
<S²>: 6.06
strongest force on any atom: 3.6 eV Å⁻¹
DFT total energy: -2314.224709 Eh
ΔE to the lowest compared entry with this formula, charge and spin: 32.4 kcal per mole

Last column: Mulliken charge in e.
Element x y z (Å)
Rh 9.92549 12.43912 8.92208  -0.1047
C 9.66794 17.00594 9.68315  -1.2921
C 9.52360 15.58377 9.12921  0.1172
S 10.01065 14.31121 10.25984  -0.2070
C 8.96806 15.28576 7.91716  0.9610
C 8.77838 16.41975 6.95376  -1.2978
S 8.55017 13.67372 7.51686  -0.4552
H 10.37654 16.98765 10.56909  0.3387
H 8.65833 17.41290 9.96520  0.2678
H 10.06568 17.66338 8.90305  0.3168
H 9.79473 16.89578 6.90068  0.2848
H 8.09882 17.15022 7.35711  0.3157
H 8.48941 16.12643 5.93142  0.3256
N 8.32725 11.14883 9.69692  -0.6961
C 8.16514 9.94624 8.91760  0.7653
C 7.37253 8.85929 9.67402  -1.1119
C 6.13334 8.15445 8.95272  -0.6872
C 6.56871 6.96695 8.06672  -0.6564
N 6.42676 7.09526 6.58310  -0.2257
C 7.42441 6.87927 5.71511  0.7215
N 8.67455 6.74223 6.12444  -0.3529
N 7.14279 6.68191 4.41326  -0.4067
C 9.53967 9.55677 8.48341  0.3472
O 9.83568 8.37456 8.31338  -0.8755
O 10.39946 10.53218 8.39253  -0.7345
H 8.61924 10.99876 10.66058  0.2504
H 7.56557 11.80387 9.67064  0.3181
H 7.58148 10.24889 8.02377  0.2607
H 7.02100 9.28039 10.63175  0.3480
H 8.13097 8.15261 9.95346  0.4633
H 5.62832 8.90888 8.33296  0.4558
H 5.36122 7.81837 9.70183  0.3167
H 5.98401 6.06625 8.32383  0.3211
H 7.64204 6.75358 8.26963  0.4451
H 5.46960 7.17321 6.21729  0.2412
H 9.04109 7.23404 7.04898  0.1806
H 9.45124 6.65392 5.40461  0.2794
H 6.19662 6.58671 4.12531  0.1883
H 7.92713 6.62714 3.72451  0.2181
F 18.74705 11.52780 9.63284  -0.2785
C 17.69204 10.98990 8.89792  0.8443
F 17.65188 9.67029 9.24377  -0.2791
F 18.08532 10.98995 7.54486  -0.2714
C 16.40420 11.71789 9.05707  0.1395
C 15.24580 10.86100 9.26960  -0.4544
C 14.04525 11.40629 9.59604  -0.6116
C 13.93852 12.87623 9.65368  0.3939
C 15.10289 13.70002 9.57596  -0.6871
C 16.30858 13.15887 9.21434  -0.5977
C 12.62463 13.42394 9.57565  0.7243
C 11.37704 13.60834 9.36841  -0.2692
H 15.32148 9.80957 8.97774  0.3083
H 13.22842 10.77720 9.90407  0.4132
H 15.04413 14.77222 9.85133  0.3080
H 17.21667 13.73163 9.07576  0.3724


3.
Density functional theory data (ωB97M-V/def2-TZVPD) for one molecule with the formula C19H24N2O at a distorted geometry.

Calculated values
HOMO-LUMO gap: 8.50 eV
strongest force on any atom: 4.4 eV Å⁻¹
SMILES string: CC[C@@]12CCn3c(cc4ccccc43)CCN(C1)[C@H]1O[C@H]1C2
DFT total energy: -923.004971 Eh
ΔE to the lowest compared entry with this formula, charge and spin: 114.0 kcal per mole

Last column: Mulliken charge in e.
Element x y z (Å)
C 1.35869 -1.54355 3.74097  -1.2571
C 0.21998 -1.60179 2.74960  -0.9320
C 0.50399 -1.47983 1.19737  2.3228
C -0.84413 -1.27467 0.34342  -2.0888
C -0.83670 -0.71878 -1.09514  -1.3615
N -0.88892 0.71928 -1.20788  0.2709
C 0.11323 1.68596 -1.50316  1.1308
C -0.44940 2.90296 -1.58588  -1.3591
C -1.91301 2.75271 -1.33071  0.4580
C -3.01190 3.52775 -1.57757  -0.5618
C -4.30629 3.07211 -1.32113  -0.6524
C -4.42036 1.76971 -0.95808  -0.5715
C -3.31444 0.97330 -0.79578  -0.5836
C -2.06975 1.42358 -1.00717  0.4493
C 1.51138 1.43739 -1.89496  -0.9603
C 2.44736 1.06929 -0.79855  -1.1073
N 2.03420 -0.28463 -0.33942  0.4543
C 1.37060 -0.30386 0.97357  -2.5375
C 2.95593 -1.46842 -0.40813  -0.5930
O 3.46511 -2.03541 0.82328  -0.5078
C 2.44580 -2.82599 0.17895  -0.4223
C 1.02027 -2.82933 0.60244  -0.5970
H 2.25334 -2.21006 3.58689  0.2535
H 1.74533 -0.56587 3.70495  0.3478
H 0.93085 -1.76006 4.77909  0.3652
H -0.25434 -0.73287 2.96864  0.4154
H -0.41074 -2.54983 3.07000  0.3768
H -1.47508 -2.17455 0.31907  0.2182
H -1.39443 -0.53328 0.84401  0.9156
H -1.68177 -1.07824 -1.59752  0.6795
H 0.04274 -1.10912 -1.64275  0.4124
H 0.07901 3.65771 -2.04307  0.4706
H -2.79304 4.55443 -1.96772  0.3211
H -5.18588 3.67150 -1.50342  0.3836
H -5.37402 1.25664 -0.59985  0.2604
H -3.50590 -0.02195 -0.66654  0.4245
H 1.38160 0.69642 -2.67732  0.2745
H 1.98243 2.36388 -2.24996  0.4360
H 3.47809 1.23552 -1.09621  0.5115
H 2.33120 1.77319 -0.02417  0.4925
H 2.13373 -0.20528 1.69553  1.1264
H 0.62057 0.58359 1.18411  0.4444
H 3.61171 -1.53952 -1.22526  0.7308
H 2.72384 -3.53690 -0.60390  0.4355
H 0.85828 -3.61021 1.37378  0.2987
H 0.51085 -3.13293 -0.41444  0.4120


4.
Density functional theory data (ωB97M-V/def2-TZVPD) for one molecule with the formula C19H24N2O3S2 at a distorted geometry.

Calculated values
HOMO-LUMO gap: 7.67 eV
strongest force on any atom: 5.2 eV Å⁻¹
SMILES string: CC(C)CN(Cc1ccc2c(c1)C=CC(C)(C)O2)S(=O)(=O)c1nccs1
DFT total energy: -1869.846078 Eh
ΔE to the lowest compared entry with this formula, charge and spin: 137.8 kcal per mole

Last column: Mulliken charge in e.
Element x y z (Å)
C 0.48434 1.26632 2.16687  -1.2365
C 1.31762 2.07651 1.21328  1.4080
C 1.80233 3.47267 1.69004  -1.5699
C 2.50282 1.15436 0.92881  -1.4923
N 2.11476 -0.16935 0.38821  0.3845
C 1.63829 -0.16889 -0.97060  -1.1416
C 0.16915 -0.22627 -1.07393  -0.1579
C -0.39893 0.84614 -1.59889  -0.2268
C -1.83674 0.95035 -1.59269  -1.0752
C -2.63296 -0.10767 -1.05603  0.2135
C -1.94823 -1.26596 -0.54583  0.7553
C -0.56477 -1.22598 -0.55057  -0.4102
C -2.73902 -2.21409 0.15465  -0.5944
C -4.17002 -2.05315 0.17582  -1.0491
C -4.86371 -0.86649 -0.36252  1.6278
C -5.60049 -0.10795 0.74106  -1.3306
C -6.03333 -1.30666 -1.36562  -1.6450
O -3.96515 0.08012 -0.97879  -0.4451
S 3.32721 -1.44074 0.72406  1.1441
O 3.70455 -1.38661 2.12766  -0.6800
O 2.82964 -2.70674 0.49171  -0.6153
C 4.70135 -1.13031 -0.41359  0.3330
N 4.92026 -0.14579 -1.24309  -0.2819
C 6.19899 -0.10394 -1.59296  -0.4064
C 6.92381 -1.09453 -0.96855  -0.1651
S 5.96521 -2.27795 -0.15654  -0.0656
H 1.11697 0.80593 2.97588  0.2718
H -0.17545 0.40311 1.73105  0.0681
H -0.25944 1.96555 2.59622  0.4922
H 0.69961 2.17596 0.34748  -0.1607
H 1.06486 4.17269 1.23860  0.3814
H 2.71753 3.84487 1.23863  0.3829
H 1.67312 3.52803 2.76315  0.3544
H 2.95275 0.93554 1.83143  0.6560
H 3.12754 1.71260 0.17574  0.3538
H 2.00228 -1.09279 -1.41593  0.7759
H 2.08060 0.65633 -1.54869  0.3197
H 0.22242 1.61113 -2.06676  0.4186
H -2.28220 1.82097 -2.10071  0.3904
H -0.11128 -1.99377 0.04339  0.4190
H -2.29868 -3.17030 0.49504  0.3976
H -4.77933 -2.89139 0.46150  0.3775
H -6.14641 0.79154 0.24201  0.3045
H -6.37077 -0.74505 1.33208  0.3519
H -4.81268 0.35841 1.41062  0.3439
H -6.94041 -1.71353 -0.82065  0.3611
H -6.34478 -0.55188 -2.03990  0.4305
H -5.63171 -2.20931 -1.91871  0.3645
H 6.56722 0.78855 -2.09909  0.3840
H 8.08129 -1.05059 -1.20436  0.2839